*i*
The following is a quantum chemistry calculation of a molecular structure, C20H32N4O6S2SbSe4Ti, from the OMol25 dataset.

Geometry as XYZ:
```
70
Properties=species:S:1:pos:R:3:lowdin_charge:R:1
Ti -0.09562 -0.30331 -1.16582 0.805
O -1.30897 -1.34507 -4.64229 0.011
C -0.73865 -0.53874 -3.70796 -0.492
O 0.14559 -1.12906 -2.87830 -0.330
C -1.12328 0.73681 -3.46360 -0.214
C -2.08880 1.54375 -4.16611 -0.018
C -2.38739 2.77309 -3.69354 -0.092
C -1.75882 3.27318 -2.49701 -0.026
C -0.83331 2.49367 -1.88680 -0.216
N -0.45937 1.26674 -2.34254 -0.058
C -0.15708 2.79623 -0.58497 -0.627
O -0.54771 3.69062 0.16093 0.019
O 0.79747 1.95450 -0.33195 -0.183
H -0.63979 -1.97374 -4.95982 0.056
H -2.57228 1.11063 -5.03129 0.112
H -3.12871 3.38573 -4.19181 0.094
H -2.01361 4.23057 -2.06791 0.104
C -2.66417 2.07729 3.28426 -0.107
C -1.57965 1.28343 4.02096 -0.285
C -0.91822 0.23008 3.13355 -0.298
S -0.13177 1.02514 1.67905 1.069
O 0.03933 -0.22811 0.80242 -0.703
C 1.48594 1.31901 2.47813 -0.276
C 2.35675 0.06549 2.55618 -0.278
C 2.84620 -0.22996 3.97307 -0.099
H -3.20233 2.73127 3.97204 0.070
H -3.38696 1.39205 2.83456 0.071
H -2.23820 2.69456 2.49321 0.060
H -2.02419 0.77846 4.88178 0.107
H -0.82764 1.97702 4.41152 0.096
H -1.66618 -0.43865 2.70670 0.076
H -0.18091 -0.37713 3.65924 0.089
H 1.24164 1.71348 3.46671 0.087
H 1.92876 2.11383 1.88500 0.086
H 3.21591 0.18333 1.89470 0.100
H 1.79754 -0.79426 2.17850 0.083
H 3.52097 0.55457 4.32393 0.073
H 3.38270 -1.17938 4.00293 0.070
H 2.00999 -0.29798 4.67145 0.067
Se -3.59891 -3.73023 -2.43235 -0.033
Sb -1.22317 -3.33503 -2.28543 0.380
Se 0.40338 -2.67441 -0.31723 0.094
Se -0.29712 -3.73850 1.50729 -0.057
Se 0.08030 -4.57961 -3.89296 -0.115
C -4.07984 0.10321 -1.22633 -0.028
C -2.89520 -0.25936 -0.34022 -0.471
C -3.26006 -1.36187 0.64926 -0.065
O -1.79995 -0.66751 -1.13773 -0.384
H -4.91655 0.43121 -0.60635 0.083
H -4.38118 -0.77232 -1.80140 0.049
H -3.80986 0.90467 -1.91609 0.069
H -2.58922 0.64186 0.21699 0.125
H -3.73586 -2.18907 0.12411 0.034
H -3.95060 -0.97853 1.40575 0.081
H -2.36589 -1.74448 1.14371 0.003
C 4.30487 -3.23249 0.72518 -0.093
C 5.01845 -2.00997 0.15057 -0.239
C 4.07623 -1.12232 -0.59319 -0.591
N 2.80442 -1.17789 -0.48673 -0.044
N 2.11243 -0.29158 -1.25253 -0.095
C 2.89051 0.47357 -1.97529 -0.655
N 2.41923 1.36783 -2.85556 0.143
S 4.58560 0.12182 -1.73694 1.092
H 5.01361 -3.85005 1.27767 0.072
H 3.86523 -3.83204 -0.07106 0.083
H 3.49847 -2.94738 1.39965 0.062
H 5.81366 -2.32441 -0.52961 0.105
H 5.49207 -1.43435 0.95281 0.109
H 1.41661 1.54639 -2.76687 0.079
H 3.01316 2.10373 -3.18825 0.102
```

Output
Highest occupied orbital energy: -3.6 eV
Total charge: -1
Frontier orbital gap: 0.184 Ha



*ii*
The following is a quantum chemistry calculation of a molecular structure, C20H32N4O6S2SbSe4Ti, from the OMol25 dataset.

Geometry as XYZ:
```
70
Properties=species:S:1:pos:R:3:lowdin_charge:R:1
Ti -0.18912 0.12444 0.18308 0.606
O -1.12194 5.05345 0.52183 0.102
C -0.98858 3.71694 0.66791 -0.472
O -1.93428 2.99235 0.72567 0.146
C 0.42639 3.31001 0.82244 -0.134
C 1.41344 4.23738 1.12794 0.021
C 2.69797 3.80302 1.39919 -0.019
C 2.97974 2.45061 1.34218 0.044
C 1.94891 1.59391 0.98796 -0.150
N 0.70650 1.99582 0.73648 0.128
C 2.19805 0.11961 0.84917 -0.639
O 3.29520 -0.24829 0.46056 0.057
O 1.21751 -0.64026 1.17565 -0.146
H -2.06781 5.24099 0.46779 0.132
H 1.14909 5.28355 1.17299 0.120
H 3.47452 4.51033 1.65821 0.115
H 3.96030 2.05240 1.55480 0.130
C 4.26031 0.77117 -4.40117 -0.106
C 2.95232 0.39527 -3.70499 -0.291
C 3.19269 -0.55312 -2.54237 -0.321
S 1.68299 -1.12033 -1.68772 0.985
O 0.92881 0.20191 -1.44261 -0.630
C 0.93133 -1.89930 -3.18114 -0.345
C -0.21862 -1.12721 -3.80869 -0.295
C -0.93505 -1.96961 -4.86026 -0.095
H 4.06173 1.36923 -5.29135 0.069
H 4.79864 -0.12641 -4.71166 0.074
H 4.91089 1.34354 -3.73729 0.072
H 2.28635 -0.06234 -4.43700 0.090
H 2.45658 1.29588 -3.33623 0.103
H 3.79392 -0.07481 -1.77425 0.078
H 3.69201 -1.47600 -2.84808 0.106
H 0.60212 -2.89109 -2.85309 -0.017
H 1.73579 -2.06095 -3.90004 0.090
H 0.14716 -0.19526 -4.25446 0.098
H -0.92251 -0.83214 -3.03257 0.059
H -0.22647 -2.32734 -5.61264 0.075
H -1.70479 -1.37888 -5.36036 0.070
H -1.41364 -2.84151 -4.41498 0.031
Se -3.98216 -3.50801 -2.34800 -0.139
Sb -1.97662 -4.00178 -1.03112 -0.301
Se -0.83540 -1.88328 -0.30838 0.481
Se -2.57380 -5.33191 0.92234 -0.277
Se -0.58455 -5.38425 -2.49716 -0.212
C -1.81867 -0.32256 3.70237 -0.037
C -2.30219 -0.38899 2.25687 -0.499
C -3.65895 0.29151 2.09461 -0.033
O -1.34990 0.18002 1.41129 -0.348
H -2.52900 -0.83136 4.35304 0.082
H -1.72152 0.72059 4.01500 0.080
H -0.84777 -0.81153 3.78998 0.083
H -2.40107 -1.45366 1.98470 0.118
H -3.55922 1.36189 2.28818 0.073
H -4.36913 -0.14743 2.79511 0.083
H -4.03653 0.16495 1.08209 0.063
C -0.14012 4.21954 -3.18319 -0.093
C -1.52886 3.70757 -3.55234 -0.240
C -1.89496 2.47099 -2.79732 -0.594
N -1.18856 1.92950 -1.87961 0.013
N -1.73005 0.81465 -1.32380 -0.112
C -2.89825 0.49273 -1.82722 -0.676
N -3.64222 -0.53859 -1.44473 0.069
S -3.39913 1.60344 -3.08480 1.097
H 0.10834 5.09750 -3.77973 0.072
H 0.61028 3.44970 -3.36123 0.071
H -0.09794 4.49302 -2.12969 0.057
H -1.58099 3.49074 -4.62240 0.109
H -2.27970 4.47693 -3.34757 0.108
H -3.19232 -1.19063 -0.81317 -0.021
H -4.26851 -1.00134 -2.09125 -0.019
```

Output
Highest occupied orbital energy: -3.3 eV
Total charge: -1
Frontier orbital gap: 0.148 Ha



Least stable = *i*



*i*
The following is a quantum chemistry calculation of 2 unconnected molecules or ions with the total composition C2H6NP, from the OMol25 dataset.

Geometry as XYZ:
```
10
Properties=species:S:1:pos:R:3:lowdin_charge:R:1
C 0.30543 0.44135 1.72098 -0.249
C -0.52999 0.38506 -1.48374 -0.373
N -0.46001 1.14488 1.10192 0.079
P 0.25334 -1.13629 -1.25340 0.708
H 0.55667 0.58049 2.77191 0.066
H 0.85735 -0.42958 1.25792 0.009
H 0.03071 1.18460 -1.94335 -0.004
H -1.59970 0.42460 -1.54653 -0.005
H 1.22801 -0.85695 -0.25794 -0.131
H -0.64183 -1.73816 -0.36776 -0.099
```

Output
Highest occupied orbital energy (alpha / beta): -7.8 / -9.2 eV
Total charge: 0
Frontier orbital gap (alpha / beta): 0.282 / 0.341 Ha



*ii*
The following is a quantum chemistry calculation of C2H6NP in the gas phase, from the OMol25 dataset.

Geometry as XYZ:
```
10
Properties=species:S:1:pos:R:3:lowdin_charge:R:1
C -1.29627 0.27422 0.27066 -0.104
C -0.08243 -0.59830 -0.09790 -0.442
N 1.01368 0.26500 -0.31491 -0.442
P 2.46106 0.03563 0.20668 0.782
H -1.38094 0.62616 1.24570 0.025
H -1.27385 1.09441 -0.48794 0.072
H -2.37954 -0.26394 0.11306 0.117
H -0.15973 -1.18524 -0.95579 0.087
H 0.10642 -1.34185 0.60828 0.059
H 2.99160 1.09390 -0.58782 -0.154
```

Output
SMILES string: [H]/P=N/CC
Highest occupied orbital energy: -8.9 eV
Total charge: 0
Frontier orbital gap: 0.322 Ha



*iii*
The following is a quantum chemistry calculation of C2H6NP in the gas phase, from the OMol25 dataset.

Geometry as XYZ:
```
10
Properties=species:S:1:pos:R:3:lowdin_charge:R:1
C -2.11490 -0.77844 -0.01988 -0.085
C 1.75366 0.20470 -0.02204 -0.393
N -0.80670 -0.57964 0.02457 -0.408
P 0.74948 -1.42496 0.02630 0.741
H -2.54011 -1.72630 -0.20959 0.046
H -2.70882 0.06416 -0.25128 0.043
H 1.31819 1.04062 -0.66753 0.060
H 2.59989 -0.13363 -0.41076 -0.067
H 2.01340 0.41622 0.97242 -0.010
H -0.41811 0.38298 -0.23157 0.073
```

Output
Highest occupied orbital energy (alpha / beta): -6.8 / -6.9 eV
Total charge: 0
Frontier orbital gap (alpha / beta): 0.260 / 0.280 Ha



Least stable = *i*



*i*
The following is a quantum chemistry calculation of 2 unconnected molecules or ions with the total composition C4H12S2, from the OMol25 dataset.

Geometry as XYZ:
```
18
Properties=species:S:1:pos:R:3:lowdin_charge:R:1
C -1.57343 -1.20553 1.00619 -0.600
S -2.75696 -0.13290 0.24039 0.397
S -1.66248 1.68703 0.81746 0.298
H -0.74284 -1.41820 0.30460 0.015
H -1.08053 -0.82036 1.97083 0.052
H -2.00007 -2.21533 1.12168 0.028
H -2.61981 2.08698 1.71518 -0.195
C 3.20103 -1.04000 -2.25701 -0.155
C 3.59827 -0.04562 -1.17647 -0.350
C 3.21193 -0.62785 0.22625 -0.121
H 2.11076 -0.82523 -2.45699 0.084
H 3.80040 -0.88763 -3.16835 0.066
H 3.29102 -2.10027 -1.98872 0.070
H 4.71221 0.11042 -1.26598 0.101
H 3.13748 0.99183 -1.23760 0.112
H 2.17996 -0.99475 -0.03125 0.073
H 3.44044 0.19905 0.90602 0.067
H 3.85519 -1.47858 0.41117 0.058
```

Output
SMILES string: CCC.CSS
Highest occupied orbital energy: -9.0 eV
Total charge: 0
Frontier orbital gap: 0.333 Ha



*ii*
The following is a quantum chemistry calculation of 2 unconnected molecules or ions with the total composition C4H12S2, from the OMol25 dataset.

Geometry as XYZ:
```
18
Properties=species:S:1:pos:R:3:lowdin_charge:R:1
C -0.88158 -2.12798 2.80745 -0.184
C 0.34692 -1.34465 2.32428 -0.617
S -0.07466 0.41510 2.16681 0.685
H -0.51256 -3.06508 3.24047 0.072
H -1.28139 -1.60484 3.66929 0.054
H -1.64729 -2.20812 2.04554 0.068
H 0.69610 -1.70034 1.36455 0.058
H 1.13388 -1.40902 3.07310 0.055
H 0.61142 0.67543 1.04659 -0.189
C -0.74060 2.43114 -2.50195 -0.421
S 0.08665 1.21549 -3.58142 0.717
C 1.07187 0.31850 -2.35147 -0.428
H -1.40691 2.99332 -3.14022 0.021
H -1.30569 1.90426 -1.74427 0.028
H 0.01092 3.08089 -2.07846 0.027
H 0.86067 -0.73607 -2.45380 0.020
H 0.89776 0.67025 -1.34315 0.004
H 2.13449 0.49171 -2.54335 0.029
```

Output
SMILES string: CCS.CSC
Highest occupied orbital energy: -8.5 eV
Total charge: 0
Frontier orbital gap: 0.340 Ha



Least stable = *i*



*i*
The following is a quantum chemistry calculation of C7H13N3 in the gas phase, from the OMol25 dataset.

Geometry as XYZ:
```
23
Properties=species:S:1:pos:R:3:lowdin_charge:R:1
C 2.06072 -1.03713 -0.26310 -0.061
C 1.23068 -2.02760 -0.02039 -0.063
C 1.59520 0.40452 -0.09533 -0.227
C -0.28015 -1.87993 0.09069 -0.212
C -0.28056 0.56559 0.13279 -0.376
C -0.57948 1.67386 -0.83036 -0.068
C -0.58768 0.98731 1.62200 -0.030
N 2.52683 1.24443 -0.15501 0.110
N -0.72235 -0.68844 -0.43838 -0.255
N -2.07298 -0.78042 -0.76968 0.072
H 3.06984 -1.22950 -0.58509 0.097
H 1.55695 -3.02791 -0.07169 0.084
H -0.68646 -2.69145 -0.63571 0.157
H -0.68271 -2.05083 1.04815 0.097
H -0.11082 2.60614 -0.78660 0.058
H -1.59653 1.73275 -0.94337 0.041
H -0.08417 1.21083 -1.76965 0.127
H 0.37272 1.15756 2.22849 0.094
H -1.15984 0.21434 2.07980 0.048
H -0.94662 2.04154 1.80349 0.085
H 2.26646 2.24425 0.03993 0.070
H -2.31670 -0.36639 -1.63671 0.074
H -2.57236 -0.30352 -0.04428 0.078
```

Output
SMILES string: [H]/N=C1/C=CCN(N)C1(C)C
Highest occupied orbital energy: -8.4 eV
Total charge: 0
Frontier orbital gap: 0.339 Ha



*ii*
The following is a quantum chemistry calculation of C7H13N3 in the gas phase, from the OMol25 dataset.

Geometry as XYZ:
```
23
Properties=species:S:1:pos:R:3:lowdin_charge:R:1
C 1.71168 1.01946 0.02001 -0.004
C 1.89401 -0.37736 -0.03961 -0.389
C 0.35272 1.22827 0.07900 -0.281
C 3.19853 -1.09600 -0.07038 -0.042
C -0.44998 2.47476 0.15043 -0.020
C -2.09595 -0.64336 -1.21978 -0.067
C -1.91792 -1.19089 1.12627 -0.077
N 0.75582 -1.02859 -0.03441 0.161
N -0.24385 0.02284 0.05545 -0.114
N -1.59124 -0.23056 0.08364 -0.221
H 2.47612 1.76944 0.02715 0.100
H 3.13196 -1.97054 -0.71384 0.074
H 3.98422 -0.43423 -0.42680 0.073
H 3.45962 -1.43247 0.93385 0.078
H 0.11029 3.25181 0.66253 0.079
H -0.69156 2.83059 -0.85181 0.082
H -1.38284 2.28119 0.67624 0.075
H -3.18247 -0.66609 -1.17465 0.081
H -1.78796 0.09016 -1.96238 0.085
H -1.72118 -1.63020 -1.51588 0.083
H -1.52018 -0.82626 2.07153 0.087
H -2.99981 -1.26468 1.20255 0.081
H -1.49003 -2.17728 0.92093 0.077
```

Output
SMILES string: Cc1cc(C)n(N(C)C)n1
Highest occupied orbital energy: -8.6 eV
Total charge: 0
Frontier orbital gap: 0.352 Ha



Least stable = *i*



*i*
The following is a quantum chemistry calculation of 2 unconnected molecules or ions with the total composition CHO3S2, from the OMol25 dataset.

Geometry as XYZ:
```
7
Properties=species:S:1:pos:R:3:lowdin_charge:R:1
C -0.47249 2.53318 0.20805 -0.526
O -2.49153 -1.07074 -0.06960 -0.470
O -4.00748 0.55946 -1.21696 -0.463
O -3.52327 0.79695 1.20589 -0.466
S 0.54130 1.31486 -0.04371 0.554
S -3.08226 0.28472 -0.10005 0.434
H -0.63047 2.83982 1.22293 -0.063
```

Output
Highest occupied orbital energy (alpha / beta): -3.1 / -5.2 eV
Total charge: -1
Frontier orbital gap (alpha / beta): 0.196 / 0.290 Ha



*ii*
The following is a quantum chemistry calculation of a gas-phase ion, CHO3S2 (charge -1), from the OMol25 dataset.

Geometry as XYZ:
```
7
Properties=species:S:1:pos:R:3:lowdin_charge:R:1
C 0.88266 -0.44325 -0.25501 -0.749
O -1.79263 -0.55272 0.19805 -0.359
O -0.90685 1.35262 -0.92233 -0.391
O -0.33081 0.95856 1.44167 -0.397
S 1.47697 -1.63433 0.64154 0.579
S -0.75252 0.41529 0.15675 0.253
H 1.42319 -0.09618 -1.26068 0.063
```

Output
SMILES string: O=S(=O)([O-])C=S
Highest occupied orbital energy: -4.7 eV
Total charge: -1
Frontier orbital gap: 0.297 Ha



Least stable = *i*



*i*
The following is a quantum chemistry calculation of C2H3Cl in the gas phase, from the OMol25 dataset.

Geometry as XYZ:
```
6
Properties=species:S:1:pos:R:3:lowdin_charge:R:1
C 0.51647 -0.02059 -0.31356 -0.787
C -0.73111 -0.05210 0.29711 -0.062
H 1.19590 -0.94118 -0.18852 0.068
H -1.40453 0.80553 0.26158 0.039
H -1.00287 -0.87048 1.04367 0.073
Cl 1.42614 1.07882 -1.10029 0.669
```

Output
SMILES string: C=CCl
Highest occupied orbital energy: -9.4 eV
Total charge: 0
Frontier orbital gap: 0.387 Ha



*ii*
The following is a quantum chemistry calculation of C2H3Cl in the gas phase, from the OMol25 dataset.

Geometry as XYZ:
```
6
Properties=species:S:1:pos:R:3:lowdin_charge:R:1
C -0.00338 -0.27126 0.53962 -0.610
C -0.01784 0.29413 -0.68438 -0.104
H 0.05537 -1.45354 0.66794 0.098
H -0.37256 1.30256 -1.10782 0.086
H 0.00138 -0.40685 -1.54188 0.051
Cl 0.33704 0.53496 2.12653 0.479
```

Output
SMILES string: C=CCl
Highest occupied orbital energy: -9.9 eV
Total charge: 0
Frontier orbital gap: 0.398 Ha



Least stable = *ii*